The following is a DFT calculation (wB97M-V/def2-TZVPD) of a molecular structure, C23H43Cl2N4O6SiV in a non-equilibrium geometry.

As for the net charge: -1. Its multiplicity is 4. The calculation puts the HOMO-LUMO gap (alpha / beta) at 5.189 / 6.658 eV. As for the expectation value of S²: 3.758. As for the HOMO energy (alpha / beta): -2.895 / -4.368 eV.

Cartesian coordinates (Å):
V 0.4977 0.2368 1.5922
Cl 1.3414 -1.6936 0.4030
Cl 1.4173 1.7537 -0.0094
Si -0.7404 0.1270 -1.7282
O -0.0830 0.1286 3.9290
O 0.8532 -0.4640 -1.8502
O -0.9266 1.6283 1.9650
O -0.9083 -1.2711 1.9738
O 2.2114 1.0948 2.5593
O 2.6622 -0.3762 4.0925
N -0.9947 0.5037 5.9746
N -1.3230 3.8185 1.4546
N 2.8772 0.7384 3.6054
N -1.0698 -3.5314 2.3236
C 0.7119 -0.0259 -4.9722
C -0.7415 5.0557 0.9509
C -1.1758 -4.5786 3.3255
C -0.8349 0.7019 7.3986
C -0.8403 1.9752 -2.1369
C -2.7019 3.5181 1.0859
C 3.1900 -2.4304 -1.9690
C 3.2139 -3.5120 -4.6369
C 1.6166 2.6107 -5.1565
C -1.1152 -2.2525 2.7239
C 2.6047 -1.6343 -3.0831
C 1.9385 -0.2949 -2.7552
C -1.9496 -0.2519 -0.3532
C 0.7927 2.0819 -6.1571
C 0.3321 0.7638 -6.0613
C 0.0472 0.2451 5.1560
C -2.3253 0.7282 5.4340
C -0.5402 2.8387 1.9016
C 1.5375 0.5063 -3.9737
C -0.8019 -3.9093 0.9429
C 1.9660 1.8315 -4.0552
C -1.7203 -0.6661 -3.1783
C 2.6895 -2.1479 -4.3251
H 2.4211 -1.5683 -5.2050
H -1.3747 -2.1176 3.7917
H -2.6091 1.7846 5.5539
H -0.8641 2.1261 -3.2256
H -1.6754 -0.0477 -4.0884
H 0.1698 -3.4845 0.6324
H -1.5267 5.8169 0.9138
H -3.0416 0.1258 6.0090
H 3.0700 -1.9091 -1.0129
H 4.2557 -2.6603 -2.1446
H -1.9455 0.4669 0.4774
H -1.7943 -1.2641 0.0344
H -0.2364 -4.6904 3.8877
H -3.1909 2.9825 1.9074
H 0.5076 2.6985 -7.0095
H -0.3132 0.3409 -6.8341
H 2.6688 -3.3989 -1.9044
H 4.2971 -3.6238 -4.4760
H 1.0264 0.1344 5.6623
H 0.1612 0.3593 7.6995
H -3.2030 4.4731 0.9089
H -0.3284 4.9273 -0.0627
H -1.3352 -1.6711 -3.4062
H -2.3424 0.4508 4.3788
H 2.6909 0.2629 -2.1845
H 0.0668 5.3787 1.6165
H 3.0298 -3.7181 -5.6990
H -2.9530 -0.2234 -0.8075
H -1.9705 -4.3183 4.0319
H -0.7635 -5.0013 0.9057
H 2.7117 -4.3011 -4.0562
H 0.0305 2.5139 -1.7403
H -2.7491 2.9072 0.1711
H 2.5950 2.2147 -3.2478
H 1.9936 3.6362 -5.2218
H -0.9488 1.7644 7.6616
H -1.4110 -5.5211 2.8212
H 0.3949 -1.0763 -4.9187
H 0.4831 3.1019 2.1882
H -2.7799 -0.7562 -2.8888
H -1.5758 -3.5284 0.2640
H -1.7449 2.4304 -1.7107
H -1.6052 0.1360 7.9363

***

The following is a DFT calculation (wB97M-V/def2-TZVPD) of a molecular structure, C8H8 in a non-equilibrium geometry.

The calculation puts the HOMO-LUMO gap (alpha / beta) at 7.797 / 7.799 eV. As for the HOMO energy (alpha / beta): -8.104 / -8.105 eV.

Cartesian coordinates (Å):
C 1.5624 -0.9008 -0.1404
C -0.9851 -0.1890 0.0937
C -1.6675 1.1398 0.0219
C 0.3729 -0.2626 -0.1436
C 2.9003 -0.8251 -0.0111
C 1.7046 0.4925 -0.9058
C -1.7807 -1.4814 0.0731
C 2.8529 0.7422 0.1445
H -2.8132 -1.1873 0.2666
H -1.4164 -2.4303 0.6344
H -1.4797 1.4667 -0.9678
H -2.6762 0.9895 0.3066
H 2.4068 1.1591 1.1498
H 3.7975 1.3219 -0.1730
H -1.1061 1.8552 0.6771
H -1.6726 -1.8903 -1.0260

***

The following is a DFT calculation (wB97M-V/def2-TZVPD) of 30 unconnected molecules or ions with the total composition C5H71NO32P in a non-equilibrium geometry.

As for the net charge: -1. The calculation puts the HOMO-LUMO gap at 4.226 eV. As for the HOMO energy: -3.545 eV.

Cartesian coordinates (Å):
P -3.7458 1.2121 -2.7547
O 2.9798 2.0019 -6.4188
O 2.7075 0.0208 5.2796
O -3.7986 2.0854 -1.2088
O 5.2616 -7.1184 2.7316
O 9.1616 -7.4876 -0.1997
O -0.4746 5.8725 -3.0817
O 6.7545 0.2099 2.5806
O -5.4818 6.4216 0.7516
O 2.1334 -3.2365 2.2046
O -4.5006 -0.1928 -2.5176
O 4.3902 -1.1381 2.9431
O -4.6596 2.1206 -3.9414
O -6.3531 -3.1026 -2.5018
O -2.0385 3.8233 0.2611
O 1.2073 0.6042 9.4839
O -3.1373 -0.4112 6.5306
O -5.4387 0.7139 -7.0249
O -0.7401 0.0831 3.6899
O 0.0040 0.2968 6.8891
O -1.7035 6.9762 -5.3053
O -1.6455 -0.6502 0.6669
O 7.6905 -2.4372 3.7001
O -0.9606 -4.4790 -1.0715
O 1.4192 -2.6424 -0.8651
O -4.9402 0.1687 1.8366
O -2.0865 -3.4910 -4.8281
O 6.3075 -6.1170 0.0065
O -6.5960 0.7212 -0.7260
O 3.3327 3.0828 -3.9989
O -4.2510 3.3292 1.8292
O 3.7839 -4.7501 -0.9395
O -7.2606 4.3473 1.9005
N -2.0203 0.9314 -3.2564
C 0.0409 -0.0152 -1.8634
C 0.4581 2.7002 -2.1221
C 2.4731 0.9733 -2.1428
C 0.8831 1.1700 -2.6211
C -1.5424 -0.1171 -2.2762
H -5.7391 -3.6522 -3.0116
H -1.7738 0.1976 1.1182
H 2.2783 -3.9650 2.8269
H -4.6828 -0.7650 1.8660
H -1.8448 -1.1982 -2.6593
H 2.4894 1.3044 -0.9961
H -1.6423 -4.5275 -0.3847
H -0.4005 2.7040 -1.3188
H 2.1758 0.6278 9.5011
H 0.5234 -1.0829 -2.0915
H -4.8678 5.8720 0.2418
H 3.9984 3.1410 -4.7007
H -4.6884 1.9228 -0.7779
H -0.8159 6.2465 -2.2555
H 5.7915 -7.5131 3.4404
H 7.4600 -0.2203 3.0868
H -7.4008 1.0709 -1.1371
H -2.1660 0.0482 -1.2737
H 1.1576 -2.8070 0.0533
H 1.8822 -3.4528 -1.1255
H -0.0049 3.2203 -3.0903
H -5.1148 3.3202 1.3902
H 4.0733 -5.6676 -1.0549
H -3.3780 -1.1911 7.0529
H 3.4428 1.1915 -6.6792
H -0.9400 -1.0804 1.1731
H 9.8199 -7.1800 -0.8408
H 0.9899 0.6006 8.5396
H -1.2688 5.5720 -3.5485
H 2.8121 -0.1533 -2.1483
H -5.0566 -0.1037 -6.6720
H 9.6915 -7.8823 0.5090
H 5.0486 -0.8305 2.3020
H 3.3215 -0.5288 4.7699
H 6.9215 -6.6667 -0.5033
H 0.6697 0.3550 6.1873
H 0.0972 0.1289 -0.6870
H -0.7349 6.9999 -5.2882
H -2.6231 3.1207 -0.0607
H -4.9317 1.4160 -6.5901
H 6.6262 1.0578 3.0318
H 2.5279 3.4325 -4.4100
H -0.8008 0.6465 6.4780
H -1.3246 -0.1347 4.4315
H -5.8040 0.1597 1.3976
H -3.5117 0.3298 7.0303
H 2.7182 1.8372 -5.5004
H -2.5795 4.2999 0.9085
H 0.1377 0.1487 4.0950
H 4.9201 -1.5328 3.6518
H -5.9303 0.7794 -1.4277
H -3.9936 2.3955 1.8586
H 3.1117 0.9013 5.2623
H 3.2088 1.6997 -2.6934
H -7.1564 5.2973 1.7406
H 6.7117 -5.2366 -0.0109
H -1.9446 -3.6135 -3.8774
H -7.9423 4.2988 2.5874
H 5.9199 -6.8108 2.0906
H 0.8162 1.0819 -3.7957
H -2.1283 -2.5290 -4.9366
H -1.9209 6.9727 -6.2496
H -0.8564 -3.5290 -1.2314
H 3.8017 -4.6179 0.0203
H 1.4204 3.2896 -1.8123
H -5.0775 7.3021 0.7343
H -5.5137 1.6216 -4.1975
H 8.1535 -3.2476 3.4396
H 2.7472 -2.5484 2.5026
H -5.9489 -2.2221 -2.5192
H 7.4289 -2.6019 4.6185

***

The following is a DFT calculation (wB97M-V/def2-TZVPD) of C3H6O2 in the gas phase in a non-equilibrium geometry.

The calculation puts the HOMO-LUMO gap at 10.283 eV. As for the HOMO energy: -9.628 eV. Its SMILES is CC(=O)CO.

Cartesian coordinates (Å):
O -0.2272 1.9329 -0.0990
O -1.4807 0.0767 0.5749
C 0.1338 0.8488 -0.9132
C -0.3690 -0.1714 0.0879
C 0.4677 -1.2404 0.6574
H 0.7828 -1.9240 -0.1317
H 1.3673 -0.7767 1.0814
H -0.0917 -1.7457 1.4437
H -1.2446 1.3976 0.2496
H -0.4239 0.8333 -1.8718
H 1.2030 0.6961 -1.1628

***

The following is a DFT calculation (wB97M-V/def2-TZVPD) of a gas-phase ion, C5H11N2O (charge +1) in a non-equilibrium geometry.

As for the net charge: +1. The calculation puts the HOMO-LUMO gap at 9.410 eV. As for the HOMO energy: -13.354 eV. Its SMILES is C/C([NH3+])=C/C=N/CO.

Cartesian coordinates (Å):
O 3.5703 0.9156 0.2277
N 2.2589 -1.0272 0.1622
N -1.3833 1.3640 -0.3038
C -2.7567 -0.7065 0.3861
C 1.2347 -0.4477 -0.3088
C -0.1813 -0.8217 -0.0297
C 3.6170 -0.4296 -0.0596
C -1.4096 -0.2135 0.0380
H 3.8505 -0.3037 -1.1365
H -0.3003 -1.9229 0.1662
H -2.4344 1.7463 -0.2445
H -0.7833 1.8125 0.3216
H -2.9486 -0.5665 1.4184
H -1.0606 1.4205 -1.2929
H -2.6019 -1.7624 0.3503
H 3.1878 1.0120 1.0956
H 4.3158 -1.2035 0.4284
H 1.3984 0.4075 -0.9544
H -3.6117 -0.2692 -0.1859

***

The following is a DFT calculation (wB97M-V/def2-TZVPD) of 3 unconnected molecules or ions with the total composition C3H12NO2 in a non-equilibrium geometry.

As for the net charge: +1. The calculation puts the HOMO-LUMO gap at 11.327 eV. As for the HOMO energy: -15.470 eV.

Cartesian coordinates (Å):
O -0.8093 2.0053 0.9213
O -1.8977 -1.5708 1.4017
N 0.9619 0.1182 0.4446
C 1.0455 -0.8336 1.3085
C 0.1356 0.2464 -1.8986
C 1.3592 0.1401 -0.9556
H 1.8765 -0.8230 -1.0969
H -1.6760 1.5882 0.6015
H 1.7751 -1.6395 1.1617
H -2.5387 -1.5758 0.6594
H 0.1732 0.9186 0.8086
H -0.0582 1.2531 -2.3751
H -0.7903 -0.0045 -1.3321
H 0.3643 -0.8104 2.2161
H 1.9934 1.0137 -1.0310
H -0.7787 2.8877 0.5452
H 0.3237 -0.4636 -2.8010
H -1.4596 -2.4500 1.4217